(1)
DFT (ωB97M-V/def2-TZVPD) results for a structure of composition C26H29N4OPdSbSe2Te2.

## Properties
electronic energy	-190739.897	eV
HOMO-LUMO gap	3.07	eV
HOMO energy	0.013	eV
net charge	-2

Last column: natural (NBO) charge in e.
Positions of all 66 atoms, in Å:
Pd (0.186, 0.000, 0.228)  0.23
C (-13.712, 0.672, 1.000)  -0.25
O (-13.020, -0.546, 1.165)  -0.50
C (-11.651, -0.492, 1.131)  0.28
C (-10.916, 0.682, 1.015)  -0.33
C (-9.529, 0.625, 0.992)  -0.09
C (-8.851, -0.585, 1.086)  -0.11
C (-9.608, -1.751, 1.209)  -0.17
C (-10.989, -1.710, 1.230)  -0.26
C (-7.385, -0.582, 1.049)  0.33
N (-6.651, 0.504, 1.019)  -0.50
C (-5.337, 0.069, 0.975)  0.21
C (-5.305, -1.312, 0.977)  0.03
N (-6.629, -1.717, 1.027)  -0.53
C (-4.095, -2.041, 0.912)  -0.11
C (-3.987, -3.440, 0.955)  -0.18
C (-2.747, -4.028, 0.930)  -0.27
C (-1.619, -3.198, 0.891)  0.03
N (-1.706, -1.889, 0.849)  -0.41
C (-2.899, -1.280, 0.825)  0.24
C (-2.914, 0.191, 0.738)  0.18
N (-1.780, 0.861, 0.484)  -0.64
C (-1.749, 2.245, 0.819)  -0.14
C (-3.037, 2.956, 0.644)  -0.25
C (-4.186, 2.275, 0.719)  -0.21
C (-4.156, 0.846, 0.875)  -0.16
H (-14.771, 0.424, 1.003)  0.19
H (-13.457, 1.153, 0.052)  0.17
H (-13.504, 1.367, 1.819)  0.17
H (-11.404, 1.643, 0.942)  0.21
H (-8.943, 1.529, 0.902)  0.24
H (-9.121, -2.715, 1.298)  0.20
H (-11.575, -2.615, 1.326)  0.22
H (-6.965, -2.661, 1.013)  0.40
H (-4.882, -4.051, 1.014)  0.18
H (-2.633, -5.104, 0.956)  0.20
H (-0.613, -3.608, 0.894)  0.21
H (-0.928, 2.734, 0.302)  0.21
H (-3.020, 4.031, 0.508)  0.20
H (-5.148, 2.767, 0.633)  0.20
Se (-1.124, 2.481, 2.788)  -0.25
Te (1.070, 1.222, 2.310)  -0.23
Te (2.632, -0.887, 0.287)  -0.20
Se (3.012, -2.238, -1.839)  -0.94
C (0.019, -3.018, -4.038)  -0.63
C (0.224, -1.509, -4.005)  -0.76
Sb (-0.481, -0.559, -2.214)  1.24
C (-0.185, 1.425, -3.017)  -0.76
C (1.179, 1.986, -2.615)  -0.63
C (-2.613, -0.645, -2.594)  -0.78
C (-3.027, -0.480, -4.051)  -0.62
H (0.290, -3.438, -5.012)  0.18
H (-1.022, -3.296, -3.840)  0.18
H (0.651, -3.484, -3.280)  0.25
H (-0.275, -1.002, -4.835)  0.19
H (1.287, -1.268, -4.013)  0.26
H (-1.000, 2.050, -2.643)  0.21
H (-0.282, 1.369, -4.106)  0.19
H (1.198, 2.234, -1.553)  0.23
H (1.426, 2.886, -3.189)  0.18
H (1.979, 1.256, -2.768)  0.23
H (-3.022, 0.153, -1.969)  0.23
H (-2.992, -1.585, -2.182)  0.21
H (-2.717, 0.492, -4.442)  0.20
H (-4.113, -0.551, -4.174)  0.19
H (-2.574, -1.244, -4.688)  0.20



(2)
DFT (ωB97M-V/def2-TZVPD) results for a structure of composition C15H38Li2N2O3 at a distorted geometry.

## Properties
relative energy (zero: lowest compared OMol25 entry of this formula, charge and spin)	0.00	kcal/mol
electronic energy	-25697.880	eV
HOMO-LUMO gap (alpha / beta)	9.18 / 3.40	eV
spin multiplicity	2
HOMO energy (alpha / beta)	-11.710 / -11.700	eV
net charge	+1

Last column: natural (NBO) charge in e.
Positions of all 60 atoms, in Å:
Li (0.438, 0.609, -1.325)  0.93
Li (-0.560, -1.403, -0.115)  0.90
O (-0.477, 0.466, 0.442)  -1.06
H (-0.017, 0.907, 1.182)  0.46
O (0.321, -1.267, -1.822)  -0.94
H (0.627, -1.858, -2.538)  0.48
C (3.708, 1.616, -3.821)  -0.65
C (2.441, 1.156, -3.077)  -0.26
N (2.271, 1.644, -1.691)  -0.45
C (2.184, 3.114, -1.603)  -0.25
C (1.321, 3.813, -2.630)  -0.62
C (3.332, 1.063, -0.860)  -0.23
C (3.087, 1.434, 0.644)  -0.62
H (3.660, 1.288, -4.860)  0.24
H (4.649, 1.178, -3.489)  0.22
H (3.756, 2.702, -3.903)  0.22
H (1.621, 1.270, -3.787)  0.22
H (2.535, 0.086, -2.891)  0.20
H (1.747, 3.441, -0.660)  0.21
H (3.186, 3.533, -1.524)  0.20
H (1.707, 3.496, -3.599)  0.21
H (0.292, 3.454, -2.638)  0.21
H (1.227, 4.897, -2.565)  0.25
H (4.278, 1.316, -1.337)  0.21
H (3.177, -0.011, -0.961)  0.20
H (3.754, 0.924, 1.340)  0.24
H (2.110, 1.141, 1.030)  0.20
H (3.098, 2.518, 0.755)  0.22
C (-0.463, -2.017, 2.936)  -0.62
C (-1.767, -2.418, 2.267)  -0.24
N (-1.646, -2.879, 0.891)  -0.50
C (-0.982, -4.207, 0.870)  -0.24
C (-0.520, -4.516, -0.518)  -0.63
C (-2.976, -3.018, 0.335)  -0.24
C (-3.572, -1.672, 0.120)  -0.63
H (0.149, -2.916, 3.014)  0.21
H (-0.693, -1.771, 3.973)  0.24
H (0.096, -1.214, 2.456)  0.20
H (-2.283, -3.135, 2.905)  0.19
H (-2.395, -1.528, 2.314)  0.21
H (-0.112, -4.286, 1.522)  0.21
H (-1.719, -4.909, 1.259)  0.19
H (-0.089, -5.510, -0.638)  0.24
H (-1.243, -4.387, -1.323)  0.21
H (0.343, -3.894, -0.756)  0.20
H (-3.496, -3.668, 1.039)  0.19
H (-2.974, -3.513, -0.636)  0.21
H (-4.254, -1.740, -0.727)  0.23
H (-2.866, -0.881, -0.134)  0.20
H (-4.161, -1.289, 0.953)  0.23
C (-3.212, 1.445, 2.379)  -0.71
C (-2.465, 2.769, 2.489)  0.58
O (-3.165, 3.776, 2.629)  -0.53
C (-0.977, 2.883, 2.407)  -0.72
H (-2.721, 0.691, 2.993)  0.21
H (-3.162, 1.097, 1.347)  0.23
H (-4.254, 1.619, 2.648)  0.25
H (-0.656, 2.016, 2.984)  0.21
H (-0.685, 3.816, 2.888)  0.26
H (-0.551, 2.731, 1.415)  0.23



(3)
DFT (ωB97M-V/def2-TZVPD) results for the molecule C5H6S2 at a distorted geometry.

## Properties
relative energy (zero: lowest compared OMol25 entry of this formula, charge and spin)	118.59	kcal/mol
electronic energy	-26946.782	eV
HOMO-LUMO gap (alpha / beta)	9.29 / 5.08	eV
HOMO energy (alpha / beta)	-9.418 / -7.165	eV
net charge	0

Last column: natural (NBO) charge in e.
Positions of all 13 atoms, in Å:
C (-1.944, -0.795, 0.030)  0.00
C (-0.728, -0.068, 0.069)  -0.52
C (-3.091, -1.172, 0.006)  -0.19
C (0.411, -0.930, -0.521)  -0.43
C (2.106, 1.100, 0.231)  -0.78
S (-1.284, 1.653, -0.386)  0.10
S (2.045, -0.542, -0.534)  0.39
H (-4.012, -1.599, 0.029)  0.23
H (0.221, -1.774, -1.332)  0.24
H (1.672, 1.943, -0.331)  0.24
H (1.760, 0.795, 1.160)  0.22
H (3.177, 1.462, 0.500)  0.25
H (-0.333, -0.072, 1.080)  0.25